Entry 1:
DFT (wB97M-V/def2-TZVPD) results for a structure of composition C26H40BrIrN4O6P in a non-equilibrium geometry.

The relative energy (zero: lowest compared OMol25 entry of this formula, charge and spin) is 24.7 kcal/mol. Its HOMO-LUMO gap is 6.802 eV. The HOMO energy is -4.43 eV. Its total energy is -4705.0893 hartree.

Structure (ORCA input):
```
! RIJCOSX wB97M-V def2-TZVPD def2/J DEFGRID3
* xyz -1 1
Ir 1.833 0.196 0.517
C 0.773 3.505 1.916
C 0.634 2.264 2.717
N 1.000 1.057 2.339
C 0.664 0.176 3.341
C 0.061 0.883 4.351
N 0.063 2.190 3.933
C -0.541 0.550 5.674
O -0.474 -0.686 6.060
O -1.062 1.445 6.317
C 0.945 -1.287 3.182
O 0.609 -2.047 4.124
O 1.464 -1.633 2.109
H 1.340 3.274 1.020
H 1.287 4.285 2.480
H -0.209 3.885 1.626
H -0.327 2.935 4.487
H -0.029 -1.312 5.317
N 3.091 -1.418 -0.548
C 4.526 -1.159 -0.430
C 4.842 -0.380 0.855
O 6.021 -0.309 1.180
O 3.832 0.137 1.433
H 2.799 -2.097 0.151
H 2.833 -1.750 -1.469
H 4.848 -0.528 -1.259
H 5.131 -2.065 -0.432
Br 3.448 5.470 -3.445
C 3.001 4.007 -2.294
C 4.002 3.345 -1.609
C 3.662 2.275 -0.787
C 2.342 1.856 -0.626
C 1.366 2.572 -1.318
C 1.675 3.637 -2.156
H 5.035 3.650 -1.718
H 4.461 1.781 -0.246
H 0.325 2.305 -1.195
H 0.895 4.163 -2.692
C -0.254 -3.379 -0.107
C -1.577 -2.604 -0.098
C -1.939 -2.413 1.380
C -2.679 -3.407 -0.795
P -1.228 -0.867 -0.818
N 0.101 -0.314 -0.353
C -1.210 -0.963 -2.735
C -2.582 -1.091 -3.402
C -0.349 -2.173 -3.122
C -0.458 0.271 -3.242
C -2.656 0.312 -0.272
C -2.559 1.579 -1.130
C -2.334 0.742 1.168
C -4.080 -0.246 -0.365
H -0.352 -4.268 0.523
H 0.531 -2.756 0.317
H 0.040 -3.707 -1.102
H -1.923 -3.382 1.887
H -2.931 -1.987 1.518
H -1.202 -1.778 1.869
H -2.871 -4.318 -0.217
H -2.393 -3.713 -1.801
H -3.615 -2.850 -0.858
H -3.142 -1.939 -3.005
H -2.443 -1.252 -4.477
H -3.184 -0.192 -3.280
H -0.858 -3.118 -2.936
H 0.592 -2.153 -2.570
H -0.120 -2.128 -4.192
H -1.064 1.175 -3.218
H -0.142 0.110 -4.279
H 0.431 0.433 -2.633
H -1.529 1.930 -1.154
H -3.176 2.368 -0.687
H -2.910 1.424 -2.149
H -1.253 0.813 1.290
H -2.724 0.048 1.911
H -2.770 1.726 1.372
H -4.341 -0.528 -1.386
H -4.782 0.532 -0.042
H -4.228 -1.108 0.284
*
```

Atomic partial charges in e from the Mulliken method, atoms 1 to 5: 2.42 -1.18 0.11 -0.36 0.27



Entry 2:
DFT (wB97M-V/def2-TZVPD) results for a structure of composition C19H21ClCrF3IN8O in a non-equilibrium geometry.

The relative energy (zero: lowest compared OMol25 entry of this formula, charge and spin) is 10.3 kcal/mol. Its HOMO-LUMO gap (alpha / beta) is 6.893 / 7.283 eV. As for the expectation value of S²: 6.019. The HOMO energy (alpha / beta) is -6.72 / -7.12 eV. Its total energy is -3351.9898 hartree.

Structure (ORCA input):
```
! RIJCOSX wB97M-V def2-TZVPD def2/J DEFGRID3
* xyz 0 5
Cr 0.074 -0.634 0.216
Cl 4.323 -5.672 -1.810
C 3.104 -4.433 -1.732
C 2.310 -4.206 -2.830
C 1.346 -3.201 -2.801
I 0.081 -2.845 -4.432
C 1.141 -2.389 -1.684
O 0.274 -1.439 -1.608
C 1.956 -2.672 -0.537
N 1.689 -1.901 0.556
C 2.417 -2.094 1.641
C 3.422 -3.063 1.716
C 3.687 -3.865 0.637
C 2.946 -3.682 -0.549
H 2.438 -4.817 -3.713
H 2.192 -1.461 2.489
H 3.976 -3.177 2.638
H 4.444 -4.636 0.679
C -2.845 3.719 -1.494
C -1.360 3.421 -1.405
N -1.160 2.054 -0.970
C -2.103 1.073 -0.951
N -1.807 -0.056 -0.366
C -2.749 -1.169 -0.439
C -4.186 -0.695 -0.568
C -4.262 0.266 -1.739
N -3.308 1.342 -1.536
C -3.504 2.584 -2.259
H -3.009 4.672 -1.996
H -3.276 3.764 -0.492
H -0.873 4.092 -0.695
H -0.899 3.579 -2.386
H -0.292 1.821 -0.513
H -2.633 -1.762 0.469
H -2.484 -1.804 -1.293
H -4.483 -0.175 0.346
H -4.854 -1.542 -0.722
H -5.258 0.707 -1.812
H -4.055 -0.264 -2.676
H -4.576 2.757 -2.352
H -3.087 2.521 -3.273
F -0.799 1.239 2.148
C -0.435 -0.114 2.101
F 0.453 -0.212 3.172
F -1.563 -0.759 2.588
N 2.209 3.585 3.096
C 2.972 2.476 3.229
N 3.753 2.384 4.333
N 3.005 1.513 2.369
C 2.292 1.403 1.293
N 1.656 1.217 0.338
H 2.353 4.385 3.685
H 1.728 3.727 2.225
H 3.544 2.982 5.114
H 4.074 1.457 4.557
*
```

Atomic partial charges in e from the Mulliken method, atoms 1 to 5: -0.03 -0.28 0.66 -0.60 -0.33



Entry 3:
DFT (wB97M-V/def2-TZVPD) results for the ion C4H7N4O2 with charge +1 in a non-equilibrium geometry.

The relative energy (zero: lowest compared OMol25 entry of this formula, charge and spin) is 54.3 kcal/mol. Its HOMO-LUMO gap (alpha / beta) is 8.131 / 8.136 eV. The HOMO energy (alpha / beta) is -12.84 / -12.85 eV. Its total energy is -525.7177 hartree. The SMILES is N[C@@H]1NC=[NH+]C=[N+]([O-])C1=O.

Structure (ORCA input):
```
! RIJCOSX wB97M-V def2-TZVPD def2/J DEFGRID3
* xyz 1 1
N 0.088 1.417 1.525
C 0.114 1.484 0.102
N -0.961 0.803 -0.544
C -1.252 -0.492 -0.883
N -0.746 -1.657 -0.549
C 0.467 -1.906 0.119
N 1.358 -0.883 0.243
O 2.315 -1.006 0.991
C 1.318 0.745 -0.497
O 2.186 1.192 -1.183
H -0.531 2.162 1.874
H 0.075 0.503 2.034
H 0.033 2.531 -0.299
H -1.841 1.194 -0.960
H -2.097 -0.653 -1.550
H -1.278 -2.473 -0.878
H 0.753 -2.961 0.456
*
```

Atomic partial charges in e from the Mulliken method, atoms 1 to 5: -0.50 0.08 -0.15 -0.05 -0.04



Entry 4:
DFT (wB97M-V/def2-TZVPD) results for a cluster of 2 separate species, C4H11NO in total in a non-equilibrium geometry.

The relative energy (zero: lowest compared OMol25 entry of this formula, charge and spin) is 67.8 kcal/mol. Its HOMO-LUMO gap is 8.818 eV. The HOMO energy is -8.01 eV. Its total energy is -288.9090 hartree. The SMILES is C=CO.CCN.

Structure (ORCA input):
```
! RIJCOSX wB97M-V def2-TZVPD def2/J DEFGRID3
* xyz 0 1
C 1.830 -0.580 -2.079
C 1.199 0.601 -1.910
O 1.206 1.506 -2.929
H 2.852 -0.618 -2.430
H 1.347 -1.429 -1.633
H 0.745 0.937 -0.985
H 0.859 2.336 -2.579
C -1.042 0.428 2.365
C -1.457 -0.508 1.246
N -0.304 -0.823 0.366
H -0.294 -0.012 3.015
H -1.934 0.857 2.826
H -0.715 1.358 1.884
H -2.164 0.000 0.595
H -1.897 -1.422 1.653
H -0.629 -1.417 -0.382
H 0.400 -1.214 0.975
*
```

Atomic partial charges in e from the Mulliken method, atoms 1 to 5: -0.83 0.22 -0.47 0.25 0.20



Entry 5:
DFT (wB97M-V/def2-TZVPD) results for the ion C3H8NOS with charge +1 in a non-equilibrium geometry.

The relative energy (zero: lowest compared OMol25 entry of this formula, charge and spin) is 68.1 kcal/mol. Its HOMO-LUMO gap is 8.965 eV. The HOMO energy is -14.15 eV. Its total energy is -646.9159 hartree.

Structure (ORCA input):
```
! RIJCOSX wB97M-V def2-TZVPD def2/J DEFGRID3
* xyz 1 1
C -1.628 0.616 -1.452
C 0.497 0.302 0.438
C 1.625 -0.738 0.904
N -0.726 -0.132 0.564
O -0.712 0.006 -2.029
S 0.868 0.311 -1.484
H -2.623 0.234 -1.464
H -1.530 1.709 -1.167
H 0.853 1.246 0.881
H 1.433 -1.704 0.544
H 1.655 -0.529 2.036
H 2.476 -0.386 0.451
H -1.296 0.170 1.375
H -0.891 -1.105 0.403
*
```

Atomic partial charges in e from the Mulliken method, atoms 1 to 5: -0.04 -0.02 -1.25 -0.50 -0.20



Entry 6:
DFT (wB97M-V/def2-TZVPD) results for a structure of composition C40H40N5O3RuS2 in a non-equilibrium geometry.

The relative energy (zero: lowest compared OMol25 entry of this formula, charge and spin) is 0.0 kcal/mol. Its HOMO-LUMO gap (alpha / beta) is 6.382 / 6.317 eV. As for the expectation value of S²: 0.760. The HOMO energy (alpha / beta) is -6.94 / -6.88 eV. Its total energy is -2939.0381 hartree.

Structure (ORCA input):
```
! RIJCOSX wB97M-V def2-TZVPD def2/J DEFGRID3
* xyz 0 2
Ru 0.016 -0.182 -0.035
O -0.422 -0.386 4.473
C 0.830 -0.049 4.852
C 1.094 0.024 6.220
C 2.367 0.309 6.670
C 3.398 0.548 5.763
C 3.132 0.523 4.409
C 1.853 0.229 3.930
C 1.585 0.203 2.473
O 0.431 -0.209 2.064
N 2.529 0.590 1.673
N 2.184 0.596 0.327
C 3.228 0.583 -0.421
S 3.203 0.789 -2.151
C 4.833 0.029 -2.370
C 5.723 0.535 -1.255
S 4.813 0.411 0.314
H -0.396 -0.452 3.492
H 0.277 -0.169 6.905
H 2.562 0.348 7.735
H 4.402 0.749 6.116
H 3.910 0.729 3.686
H 5.199 0.317 -3.354
H 4.714 -1.053 -2.328
H 6.000 1.577 -1.411
H 6.624 -0.070 -1.153
C 0.305 -0.842 -4.315
C -0.020 0.423 -4.806
C -0.201 1.475 -3.927
C -0.057 1.257 -2.554
C 0.161 -0.026 -2.050
C 0.375 -1.067 -2.950
C -0.045 2.322 -1.553
C 0.242 3.670 -1.869
C 0.375 4.583 -0.878
C 0.166 4.194 0.461
C 0.283 5.104 1.536
C 0.021 4.707 2.814
C -0.422 3.390 3.055
C -0.546 2.492 2.033
C -0.193 2.850 0.715
N -0.230 1.920 -0.303
H 0.493 -1.656 -5.005
H -0.118 0.585 -5.873
H -0.463 2.461 -4.299
H 0.599 -2.061 -2.580
H 0.394 3.946 -2.903
H 0.622 5.616 -1.096
H 0.586 6.122 1.321
H 0.132 5.406 3.632
H -0.673 3.080 4.063
H -0.916 1.502 2.225
N -2.886 0.620 -0.568
C -4.200 0.695 -0.305
C -4.381 0.207 0.969
C -3.094 -0.147 1.404
N -2.199 0.114 0.467
H -2.390 0.906 -1.396
H -4.903 1.073 -1.030
H -5.304 0.110 1.513
H -2.789 -0.559 2.354
C 2.902 -2.578 -0.311
C 2.288 -3.685 0.539
C 1.996 -3.226 1.972
C 1.048 -4.277 -0.093
C 1.063 -5.644 -0.348
C -0.036 -6.314 -0.850
C -1.175 -5.579 -1.109
C -1.242 -4.204 -0.895
C -2.605 -3.565 -1.104
C -3.242 -3.318 0.270
C -2.614 -2.307 -1.968
C -0.118 -3.515 -0.367
O -0.179 -2.201 -0.129
H 3.816 -2.207 0.157
H 2.210 -1.750 -0.423
H 3.147 -2.954 -1.310
H 3.029 -4.486 0.598
H 1.176 -2.508 1.976
H 2.876 -2.755 2.422
H 1.703 -4.076 2.591
H 1.972 -6.199 -0.136
H -0.010 -7.383 -1.022
H -2.058 -6.086 -1.487
H -3.219 -4.303 -1.627
H -2.581 -2.699 0.877
H -3.393 -4.267 0.789
H -4.212 -2.817 0.176
H -2.042 -1.516 -1.506
H -3.643 -1.960 -2.109
H -2.185 -2.507 -2.953
*
```

Atomic partial charges in e from the Mulliken method, atoms 1 to 5: 0.08 -0.75 0.18 -0.79 -0.39



Entry 7:
DFT (wB97M-V/def2-TZVPD) results for a structure of composition C8H22N2O2Rb in a non-equilibrium geometry.

The relative energy (zero: lowest compared OMol25 entry of this formula, charge and spin) is 69.4 kcal/mol. Its HOMO-LUMO gap is 7.077 eV. The HOMO energy is -11.17 eV. Its total energy is -601.7914 hartree.

Structure (ORCA input):
```
! RIJCOSX wB97M-V def2-TZVPD def2/J DEFGRID3
* xyz 1 1
Rb -2.089 3.251 0.308
C 1.337 2.262 4.849
C 0.769 0.887 5.081
C -0.484 0.819 6.056
O -0.888 -0.489 6.430
C -2.100 -0.700 7.198
N 0.307 0.354 3.819
H 2.361 2.212 4.480
H 1.355 2.739 5.829
H 0.614 2.814 4.247
H 1.591 0.214 5.324
H -1.349 1.268 5.568
H -0.365 1.308 7.023
H -2.863 -0.348 6.504
H -2.185 -0.191 8.158
H -2.173 -1.771 7.385
H 0.290 -0.653 3.899
H 1.155 0.334 3.271
C -0.390 0.982 -5.451
C -0.884 -0.438 -5.162
C 0.044 -1.533 -5.911
O 1.379 -1.357 -5.648
C 2.215 -1.990 -6.644
N -0.784 -0.694 -3.722
H -1.155 1.684 -5.121
H -0.333 1.178 -6.522
H 0.592 1.241 -5.056
H -1.887 -0.641 -5.539
H -0.196 -1.220 -6.927
H -0.387 -2.532 -5.842
H 2.088 -3.073 -6.676
H 3.264 -1.833 -6.396
H 2.079 -1.692 -7.683
H -1.141 -1.625 -3.563
H 0.212 -0.768 -3.566
*
```

Atomic partial charges in e from the Mulliken method, atoms 1 to 5: 0.98 -1.33 0.45 -0.75 -0.32



Entry 8:
DFT (wB97M-V/def2-TZVPD) results for a structure of composition C13H9BrCuN2O4 in a non-equilibrium geometry.

Its HOMO-LUMO gap is 6.624 eV. The HOMO energy is -4.03 eV. Its total energy is -5125.7059 hartree.

Structure (ORCA input):
```
! RIJCOSX wB97M-V def2-TZVPD def2/J DEFGRID3
* xyz -1 1
Cu -0.127 0.103 -0.217
O 0.192 0.838 1.500
N 0.934 1.894 1.510
N 1.473 2.067 0.265
O 1.431 1.196 -0.691
C 2.350 3.138 0.241
C 2.304 4.118 1.306
C 3.174 5.165 1.189
C 4.000 5.381 0.086
C 4.023 4.397 -0.915
C 3.119 3.364 -0.897
H 1.620 3.947 2.153
H 3.421 5.822 2.057
H 4.636 6.281 0.164
H 4.906 4.380 -1.576
H 3.004 2.568 -1.683
Br -6.202 -3.392 -1.345
C -4.492 -3.903 -0.780
C -4.306 -5.114 -0.120
C -3.074 -5.477 0.377
C -1.994 -4.600 0.207
C -2.114 -3.362 -0.427
C -3.326 -3.144 -1.035
C -1.084 -2.313 -0.324
O -1.331 -1.145 -0.907
O -0.054 -2.516 0.439
H -5.180 -5.783 -0.024
H -2.880 -6.448 0.874
H -1.034 -4.974 0.469
H -3.392 -2.486 -1.895
*
```

Atomic partial charges in e from the Mulliken method, atoms 1 to 5: 0.12 -0.56 0.00 0.93 -0.95